(1)
Computed, not measured: a 5-piece molecular cluster, C2H14O4S overall, with ωB97M-V/def2-TZVPD.

- F_max (eV Å⁻¹) = 1.3
- charge = 0
- spin multiplicity = 1
- HOMO (eV) = -8.7922
- relative energy (zero: lowest compared OMol25 entry of this formula, charge and spin) (eV) = 0.7145
- HOMO-LUMO gap (eV) = 9.2693

Last column: Mulliken charge in e.
Geometry (Å):
C: -0.066 3.216 -0.547  -0.913
S: 1.634 2.747 -0.176  -0.080
C: 1.607 1.037 -0.821  -0.591
H: -0.579 3.789 0.225  0.360
H: -0.170 3.745 -1.492  0.319
H: -0.632 2.282 -0.612  0.232
H: 1.251 1.059 -1.845  0.334
H: 0.896 0.407 -0.280  0.033
H: 2.589 0.661 -0.555  0.320
O: -2.247 -1.764 1.146  -0.673
H: -1.694 -0.994 1.216  0.375
H: -2.776 -1.728 1.926  0.321
O: 0.392 -3.016 0.962  -0.645
H: 0.407 -3.642 1.698  0.276
H: -0.504 -2.663 0.977  0.384
O: -0.702 0.608 2.021  -0.674
H: 0.225 0.524 2.232  0.323
H: -0.718 1.422 1.505  0.301
O: 0.469 -2.292 -2.801  -0.643
H: 0.987 -2.638 -2.041  0.328
H: -0.370 -2.760 -2.739  0.312

(2)
Computed, not measured: a 5-piece molecular cluster, C2H14O4S2 overall, with ωB97M-V/def2-TZVPD.

- F_max (eV Å⁻¹) = 5.6
- charge = 0
- spin multiplicity = 1
- HOMO (eV) = -8.8791
- relative energy (zero: lowest compared OMol25 entry of this formula, charge and spin) (eV) = 2.4619
- HOMO-LUMO gap (eV) = 9.0620

Last column: Mulliken charge in e.
Geometry (Å):
C: -3.450 2.272 -0.481  -0.684
S: -2.092 2.578 -1.415  -0.130
S: -1.320 1.163 -2.483  -0.052
C: -0.012 0.449 -1.548  -0.850
H: -4.204 1.822 -1.223  0.262
H: -3.100 1.765 0.444  0.209
H: -4.122 3.113 -0.178  0.312
H: 0.780 0.414 -2.204  0.369
H: 0.102 0.733 -0.537  0.306
H: -0.234 -0.628 -1.652  0.260
O: -1.669 -2.108 1.326  -0.630
H: -2.135 -1.991 0.486  0.319
H: -1.866 -1.315 1.778  0.308
O: 7.135 -0.753 2.372  -0.657
H: 7.468 -1.489 1.777  0.313
H: 6.173 -0.762 2.487  0.358
O: 5.122 -1.446 0.697  -0.675
H: 5.859 -0.956 0.218  0.367
H: 4.401 -0.891 0.714  0.294
O: -1.831 -4.224 3.816  -0.629
H: -2.669 -3.909 3.473  0.316
H: -1.151 -3.852 3.268  0.315

(3)
Computed, not measured: a 5-piece molecular cluster, C2H14O5 overall, with ωB97M-V/def2-TZVPD.

- F_max (eV Å⁻¹) = 1.6
- charge = 0
- spin multiplicity = 1
- HOMO (eV) = -10.2904
- relative energy (zero: lowest compared OMol25 entry of this formula, charge and spin) (eV) = 1.4416
- HOMO-LUMO gap (eV) = 10.8243

Last column: Mulliken charge in e.
Geometry (Å):
C: 1.732 -0.950 -1.205  -0.917
C: 3.100 -0.641 -0.629  -0.220
O: 3.366 0.395 0.277  -0.460
H: 0.899 -0.840 -0.482  0.300
H: 1.529 -0.285 -2.059  0.253
H: 1.820 -1.944 -1.640  0.317
H: 3.743 -0.346 -1.476  0.220
H: 3.469 -1.579 -0.165  0.254
H: 2.690 0.538 0.946  0.259
O: 3.009 3.413 0.701  -0.636
H: 3.639 2.961 0.127  0.324
H: 2.170 3.082 0.363  0.306
O: -4.540 -0.345 -0.581  -0.633
H: -5.006 -0.375 -1.421  0.307
H: -5.239 -0.590 0.032  0.314
O: -0.740 2.234 0.814  -0.624
H: 0.040 2.015 1.351  0.315
H: -1.491 2.477 1.350  0.310
O: -4.768 -2.867 0.908  -0.621
H: -4.084 -2.762 1.590  0.315
H: -5.337 -3.592 1.199  0.318